Record 1
62
Properties=species:S:1:pos:R:3:lowdin_charge:R:1 method="wB97M-V/def2-TZVPD" multiplicity=1 gap_ha=0.3327 charge=0
S 0.559 2.305 -1.839 0.7153
O -4.000 -1.820 -2.662 -0.0906
O 1.251 -1.204 -4.003 -0.0871
O 4.051 0.739 -1.529 -0.0478
O 4.411 0.230 1.941 -0.0872
O -4.245 1.880 -0.348 -0.0545
O 2.172 0.288 3.221 -0.0423
O 1.226 3.662 2.293 -0.0582
O -0.855 -4.161 -1.267 -0.0739
O 3.355 -1.652 -2.549 -0.0636
O -1.917 3.176 1.721 -0.0657
O -3.761 -1.135 2.141 -0.0341
O -1.270 -2.564 -3.458 -0.0646
O -1.357 0.801 3.053 -0.0460
O 3.343 2.526 0.870 -0.0827
O -3.639 -0.715 -0.516 -0.1140
N 0.184 -1.170 1.163 -0.1483
C 0.076 -0.334 -0.002 -0.2493
C 1.129 -2.322 1.196 -0.0817
C -0.846 0.861 0.083 -0.2943
C -0.999 1.466 -1.346 -0.5153
H 4.020 2.014 1.370 0.0344
H -3.755 2.444 0.283 0.0484
H -4.041 -1.374 3.028 0.0661
H 3.898 -2.395 -2.276 0.0610
H -3.639 0.267 -0.710 0.0300
H 2.141 1.266 3.252 0.0657
H 0.749 1.652 -3.045 -0.1183
H -0.636 -3.476 -0.636 -0.0247
H 3.695 1.453 -2.091 0.0704
H -0.434 1.663 0.663 0.0547
H -5.138 1.844 0.033 0.0764
H 1.526 0.049 2.523 0.0323
H 1.056 -2.725 2.199 0.0753
H -2.153 -2.331 -3.140 0.0063
H -0.592 0.244 2.808 0.0326
H 4.979 0.926 -1.388 0.0679
H 1.278 -1.739 -4.807 0.0470
H 1.044 -0.020 -0.359 0.0859
H -1.845 0.793 0.506 0.0728
H -0.731 -1.498 1.479 0.1090
H -4.755 -1.972 -2.066 0.0530
H 2.933 1.839 0.331 0.0047
H 5.113 -0.146 2.473 0.0470
H -1.586 2.523 2.360 -0.0024
H -3.102 -0.470 2.354 0.0141
H 3.567 0.174 2.457 -0.0207
H -0.883 -1.685 -3.640 0.0322
H -3.366 -1.319 -2.135 -0.0138
H -1.892 2.168 -1.324 0.0823
H -1.128 0.607 -2.053 0.0737
H -1.456 0.572 3.980 0.0729
H 1.829 3.249 1.659 -0.0173
H -0.903 -3.736 -2.142 -0.0070
H 2.119 -1.872 1.085 0.0719
H 2.159 -1.154 -3.651 -0.0133
H 1.777 3.788 3.066 0.0328
H -3.790 -0.806 0.460 0.0147
H -1.139 3.485 1.249 0.0227
H 3.547 -0.911 -1.944 0.0068
H 0.970 -3.206 0.489 0.0929
H -0.307 -1.042 -0.863 0.1455

Record 2
15
Properties=species:S:1:pos:R:3:lowdin_charge:R:1 method="wB97M-V/def2-TZVPD" multiplicity=1 gap_ha=0.3686 charge=0
O -1.787 -1.104 -0.462 0.0534
O 0.161 1.095 1.195 -0.0396
C 0.256 -0.321 0.869 -0.2751
C -0.816 -0.158 -0.201 -0.4240
C 1.653 -0.785 0.481 -0.0231
C -0.478 0.993 -1.115 0.0096
C -0.931 1.244 0.295 -0.1938
H 1.623 -1.356 -0.460 0.0859
H 2.114 -1.413 1.252 0.0747
H 2.291 0.092 0.319 0.0853
H -1.469 -1.651 -1.190 0.1081
H -1.774 1.859 0.591 0.1540
H -0.153 -0.899 1.706 0.1548
H -1.236 1.181 -1.873 0.1167
H 0.546 1.223 -1.407 0.1130

Record 3
23
Properties=species:S:1:pos:R:3:lowdin_charge:R:1 method="wB97M-V/def2-TZVPD" multiplicity=1 gap_ha=0.3663 smiles=Cc1ccccc1.CC charge=0
C -2.344 -0.353 0.270 -0.1060
C 1.380 -2.231 1.119 -0.0575
C 2.390 2.823 -1.768 -0.1671
C 0.051 -1.659 0.703 -0.2862
C 0.037 -0.470 -0.036 -0.0535
C -1.147 -2.238 1.082 -0.0569
C -1.158 0.209 -0.205 -0.0869
C -2.367 -1.637 0.774 -0.0843
C 1.632 4.073 -1.315 -0.1644
H 1.550 -3.243 0.759 0.0768
H -1.217 1.090 -0.833 0.0981
H -1.048 -3.174 1.624 0.1125
H 2.907 2.972 -2.713 0.0594
H -3.296 -2.088 1.074 0.0975
H 2.217 -1.578 0.884 0.0723
H 3.233 2.599 -1.110 0.0611
H 2.141 4.937 -1.687 0.0481
H 0.943 -0.052 -0.438 0.0921
H 1.403 -2.305 2.211 0.0811
H 1.722 1.969 -1.827 0.0430
H 0.656 4.087 -1.801 0.0600
H -3.255 0.233 0.235 0.0993
H 1.505 4.156 -0.241 0.0615

Record 4
26
Properties=species:S:1:pos:R:3:lowdin_charge:R:1 method="wB97M-V/def2-TZVPD" multiplicity=1 gap_ha="0.2978 / 0.2454" charge=0
P -0.505 -0.396 1.181 0.8723
O -1.584 -0.672 2.178 -0.4083
N -0.881 -1.408 -0.241 -0.1920
C 0.019 -1.735 -1.223 -0.2809
C 2.260 -2.430 -0.137 -0.0346
C 1.179 -2.883 -0.912 -0.2617
C -0.639 1.488 0.479 -0.6302
C 0.734 1.845 -0.165 -0.1303
C -0.676 2.286 1.774 -0.1244
C -1.731 1.590 -0.573 -0.0825
H 3.063 -1.900 -0.603 0.0430
H -0.494 -2.000 -2.144 0.1021
H -2.028 2.682 -0.684 0.1139
H 1.590 1.882 0.650 0.1075
H 0.826 -3.767 -0.393 0.1069
H -1.335 1.920 2.521 0.0539
H 1.642 -2.996 -1.850 0.0806
H -1.396 -2.120 0.285 0.0848
H 0.491 -0.704 -1.508 0.1165
H -1.455 1.360 -1.510 0.0238
H 0.788 2.874 -0.688 0.1059
H 0.982 1.097 -0.937 0.0380
H 0.278 2.095 2.185 0.0419
H 2.183 -2.407 0.997 0.0652
H -2.499 0.908 -0.241 0.0737
H -0.811 3.391 1.557 0.1149

Record 5
109
Properties=species:S:1:pos:R:3:lowdin_charge:R:1 method="wB97M-V/def2-TZVPD" multiplicity=1 gap_ha=0.3394 smiles="CCCCCCCCCCCCCCCC[C@H]1CCNC1=O.COCCNCCOC.COCCNCCOC" charge=0
O -7.930 -2.700 3.361 -0.1786
O 4.665 1.610 1.533 -0.1917
O -6.251 2.614 -1.281 0.0911
O 6.741 -1.770 3.747 -0.1984
O -4.720 0.133 1.886 -0.2097
N 6.256 1.121 4.170 -0.0519
N -7.907 1.915 -2.718 0.0793
N -5.816 -0.710 4.498 -0.0515
C 4.217 1.903 2.845 -0.2222
C -6.922 -3.003 4.309 -0.2298
C 5.111 2.024 -2.898 -0.2296
C 6.569 -1.154 5.019 -0.2182
C 5.343 2.210 3.829 -0.1994
C -6.653 0.438 -4.040 -0.1321
C 3.412 4.476 -2.804 -0.1182
C -5.227 -0.207 -1.971 -0.1500
C 1.034 -2.325 -3.064 -0.2006
C -3.965 0.052 3.088 -0.2197
C -6.648 1.925 -2.170 -0.4816
C 4.719 4.347 -2.023 -0.2641
C -6.499 -1.813 5.167 -0.2019
C -4.110 -0.991 -2.660 -0.1877
C 5.977 0.759 -2.778 -0.1924
C -5.449 1.344 1.744 -0.1010
C -2.016 -1.095 -1.174 -0.1971
C 5.311 -0.377 -3.609 -0.2069
C -7.462 -2.226 2.110 -0.1002
C -0.485 -1.078 -1.391 -0.1966
C 8.062 -1.677 3.244 -0.1163
C 5.632 0.031 4.911 -0.2161
C -7.715 1.551 -4.129 -0.1801
C -5.769 0.888 -2.873 -0.2319
C 3.546 -2.159 -3.549 -0.2096
C 4.973 0.248 1.291 -0.0872
C -4.502 -1.057 3.969 -0.2164
C 2.449 -2.810 -2.689 -0.2110
C 5.115 2.912 -1.651 -0.2091
C 0.076 -2.442 -1.864 -0.1901
C 4.196 -1.004 -2.765 -0.2274
C -2.713 -0.430 -2.372 -0.1994
H 6.027 -1.142 -3.898 0.1072
H -3.953 1.007 3.621 0.1229
H -4.929 1.410 -3.338 0.1551
H 4.319 -2.856 -3.865 0.1052
H -6.231 1.428 2.506 0.0850
H 6.002 0.437 -1.740 0.0870
H -4.286 -0.958 -3.735 0.1052
H -4.538 -1.972 3.363 0.1065
H 5.518 4.768 -2.634 0.1022
H 8.335 -0.638 3.030 0.0813
H -5.918 1.335 0.764 0.0570
H 4.713 -0.317 4.421 0.1071
H 5.374 0.381 5.914 0.1230
H 6.030 0.041 1.479 0.0776
H 3.402 -0.286 -2.557 0.1119
H 3.613 2.810 2.756 0.1215
H 4.349 -0.426 1.884 0.0928
H 7.527 -0.858 5.456 0.1220
H -4.135 -2.033 -2.356 0.1062
H -2.709 0.654 -2.272 0.1181
H 2.487 -3.894 -2.782 0.1078
H -0.744 -3.118 -2.100 0.1013
H 5.408 2.607 -3.771 0.1162
H 4.880 0.108 -4.481 0.1092
H 6.649 0.751 3.314 0.0706
H -2.934 -0.188 2.809 0.1175
H -4.928 0.222 -1.018 0.1046
H -8.188 -2.524 1.351 0.0867
H -7.361 -3.745 4.982 0.1195
H -7.338 2.419 -4.678 0.1173
H 3.541 1.121 3.209 0.1109
H 0.610 -2.883 -1.026 0.0987
H -5.869 -2.172 5.987 0.1167
H 4.082 1.717 -3.079 0.0932
H 5.952 3.007 3.395 0.1182
H -3.812 -1.225 4.802 0.1224
H -8.636 1.256 -4.617 0.1105
H 6.117 -1.900 5.680 0.1208
H 4.617 -1.343 -1.820 0.1047
H -6.398 -0.386 3.735 0.0712
H -6.492 -2.654 1.845 0.0885
H -2.371 -2.112 -1.026 0.1003
H -7.401 -1.397 5.621 0.1175
H 2.527 4.339 -2.185 0.0712
H -0.006 -0.753 -0.470 0.1019
H 4.784 0.050 0.234 0.0641
H 0.700 -2.906 -3.921 0.1082
H -7.402 -1.135 2.096 0.0726
H 4.626 4.982 -1.145 0.0995
H 4.493 2.531 -0.847 0.0979
H -2.234 -0.546 -0.261 0.0980
H 3.341 3.820 -3.667 0.0587
H 8.102 -2.243 2.315 0.0876
H 8.781 -2.106 3.947 0.0873
H 6.962 0.965 -3.189 0.1061
H -7.208 -0.490 -3.926 0.1186
H 3.137 -1.709 -4.451 0.1086
H 6.150 2.959 -1.311 0.1107
H -2.091 -0.652 -3.240 0.1040
H 2.637 -2.565 -1.648 0.0961
H 3.350 5.492 -3.191 0.0658
H -6.070 -3.497 3.826 0.1094
H -4.783 2.209 1.802 0.0948
H 4.911 2.609 4.751 0.1176
H -6.056 -0.893 -1.792 0.1198
H -0.233 -0.346 -2.155 0.0908
H -8.380 2.792 -2.530 0.1416
H 1.143 -1.293 -3.389 0.0944
H -6.209 0.462 -5.031 0.1108

Record 6
17
Properties=species:S:1:pos:R:3:lowdin_charge:R:1 method="wB97M-V/def2-TZVPD" multiplicity=1 gap_ha=0.3621 charge=0
O 0.152 2.606 -0.688 0.0505
N -0.162 0.379 -0.592 -0.1181
N -0.101 -0.785 0.167 -0.2867
N -1.029 0.374 -1.702 0.1048
C 1.202 1.447 1.147 0.0009
C 0.471 -1.969 -0.215 0.0339
C 0.364 1.559 -0.105 -0.4802
C -1.158 -1.511 0.676 -0.0034
H 0.589 1.113 1.985 0.0818
H 1.618 2.427 1.366 0.0819
H -1.872 -2.014 0.040 0.0557
H 1.081 -2.486 0.510 0.0658
H -1.418 -1.370 1.721 0.0696
H 2.001 0.718 1.017 0.0802
H 0.525 -2.239 -1.267 0.0846
H -0.504 0.687 -2.513 0.0888
H -1.760 1.065 -1.546 0.0898

Record 7
21
Properties=species:S:1:pos:R:3:lowdin_charge:R:1 method="wB97M-V/def2-TZVPD" multiplicity=3 gap_ha="0.2458 / 0.1909" s2=2.01 charge=+2
Pt 2.362 2.074 -0.632 1.1620
O -3.938 1.175 -0.946 0.0647
O -1.970 0.724 -0.005 0.1682
O 0.938 1.142 -0.895 -0.1284
O 1.695 -1.142 -1.092 0.0758
O 2.815 0.396 0.120 -0.1774
O -3.501 -0.930 -0.399 0.0106
C 3.088 -1.310 -1.399 -0.0524
C 3.765 -0.650 -0.208 -0.0409
C -1.060 -0.196 0.368 -0.0584
C 1.539 -0.015 -0.374 -0.6451
C -3.206 0.268 -0.527 -0.7004
C 0.342 0.226 0.437 0.0782
Li -5.192 -0.346 -1.367 0.8868
H 4.726 -0.186 -0.442 0.1597
H 3.853 -1.319 0.656 0.1598
H 3.322 -0.804 -2.345 0.1545
H 3.293 -2.381 -1.479 0.1626
H 0.465 0.911 1.287 0.1979
H -1.440 -0.755 1.237 0.2014
H -0.295 -1.222 0.141 0.3209

Record 8
17
Properties=species:S:1:pos:R:3:lowdin_charge:R:1 method="wB97M-V/def2-TZVPD" multiplicity=1 gap_ha=0.3578 smiles=Clc1ccc(-n2cnnn2)cc1 charge=0
Cl -4.277 -0.095 0.010 0.6761
N 3.710 0.514 -0.209 0.0309
N 1.670 -0.020 -0.034 -0.1088
N 3.618 -0.829 0.235 0.0074
N 2.338 -1.129 0.292 0.0450
C 2.471 0.957 -0.206 -0.2119
C -1.795 -1.301 -0.128 -0.0797
C -0.474 1.103 0.173 0.0330
C -0.427 -1.297 -0.170 -0.0301
C 0.238 -0.083 -0.016 -0.1830
C -1.921 1.108 0.141 -0.0660
C -2.533 -0.083 0.001 -0.6385
H 0.106 1.956 0.544 0.1114
H -2.484 1.788 0.237 -0.0080
H 1.989 1.962 -0.552 0.1668
H -2.324 -2.274 -0.279 0.1254
H 0.094 -2.276 -0.039 0.1299

Record 9
177
Properties=species:S:1:pos:R:3:lowdin_charge:R:1 method="wB97M-V/def2-TZVPD" multiplicity=2 gap_ha="0.0897 / 0.3098" s2=0.75 charge=-1
P -1.285 4.075 0.776 0.1795
P 5.896 1.029 0.026 0.2401
P -0.134 -4.824 3.648 0.1920
P -0.439 1.038 -5.637 0.1001
P 3.876 -4.090 -2.153 0.2885
F 6.383 2.550 0.434 -0.1928
F -1.285 -6.037 3.362 -0.2018
F 3.860 -3.463 -0.624 -0.1718
F -0.307 2.582 -6.024 -0.1698
F -1.276 3.915 2.394 -0.1840
F 6.251 0.367 1.401 -0.1517
F -0.587 -0.490 -5.092 -0.1638
F 1.144 1.040 -5.315 -0.1707
F -1.210 4.168 -0.858 -0.1818
F 4.293 1.280 0.553 -0.2157
F 5.502 -4.008 -2.302 -0.1695
F 3.877 -4.850 -3.643 -0.2208
F 5.630 1.486 -1.496 -0.1720
F 2.235 -4.139 -2.262 -0.2055
F -0.745 1.531 -4.134 -0.1772
F -0.118 0.562 -7.153 -0.1622
F 0.380 -4.939 2.087 -0.1685
F -2.297 2.786 0.608 -0.2063
F 3.788 -5.584 -1.399 -0.2155
F -0.055 2.988 0.730 -0.2070
F -0.560 -4.602 5.138 -0.1333
F -1.979 1.169 -6.039 -0.1595
F -1.163 -3.714 3.171 -0.1570
F 5.542 -0.557 -0.430 -0.2080
F 3.760 -2.624 -2.868 -0.1807
F -0.132 5.240 0.945 -0.1883
F 0.943 -3.603 3.732 -0.1681
F 0.956 -5.906 4.177 -0.1475
F -2.515 5.067 0.852 -0.1372
F 7.489 0.782 -0.319 -0.2079
O -0.911 -4.209 -2.722 0.0444
O 0.195 -2.174 1.362 -0.0898
N 0.183 -1.092 7.198 -0.1719
N 0.903 -0.283 -0.842 -0.2375
N -6.720 -0.711 -1.246 -0.1908
N 3.993 4.461 -4.352 -0.1401
N -1.706 -5.971 -1.523 0.0370
C 0.811 -1.080 9.548 -0.1484
C 2.184 0.080 3.969 -0.2200
C 2.753 3.864 -5.082 -0.1029
C -2.987 -2.918 6.795 -0.1182
C 4.481 8.905 -5.160 -0.1010
C -1.368 -5.402 -0.114 -0.0149
C 1.516 -0.983 4.912 -0.1680
C 1.637 1.039 -1.138 -0.0106
C 0.170 -6.212 -3.260 -0.0265
C -6.676 -2.039 -0.557 -0.1355
C 4.776 8.204 -3.847 -0.2760
C 1.576 -2.215 8.868 -0.1395
C -4.767 -1.487 -2.590 -0.2576
C 5.184 6.733 -3.948 -0.1865
C -3.433 -0.995 -3.061 -0.0808
C -8.734 0.391 -2.225 -0.1820
C 1.165 -0.310 6.269 -0.0806
C 3.206 3.532 -6.485 -0.1277
C 2.781 4.692 -2.056 -0.1944
C -0.758 -5.383 -2.547 -0.5422
C -4.777 -3.181 0.884 -0.2576
C -7.325 0.410 -0.259 -0.0381
C -2.317 -1.758 7.449 -0.2358
C -7.781 -0.678 -2.408 -0.1080
C 3.987 6.025 -4.537 -0.1201
C 4.740 3.209 -6.400 -0.1151
C 5.184 3.756 -5.050 -0.0813
C -1.184 -1.188 6.494 -0.0591
C 4.013 4.171 -2.804 -0.1025
C 0.784 -2.458 7.610 -0.0818
C -5.813 -2.039 0.760 -0.1676
C -3.959 -3.082 2.166 -0.1003
C -0.555 0.016 -0.270 0.0342
C 2.951 4.326 -0.570 -0.0627
C 1.802 -1.000 0.193 -0.0764
C 0.095 -0.267 8.484 -0.1042
C -8.140 1.351 -1.142 -0.1151
C 0.748 -1.032 -2.181 0.0477
C 1.359 -2.374 0.638 -0.2465
C 1.299 1.087 3.207 -0.0807
C -5.304 -0.393 -1.733 -0.1185
H -3.802 -3.291 7.414 0.0795
H -5.464 0.523 -2.303 0.1446
H -7.436 2.035 -1.617 0.1195
H -1.578 -0.229 6.158 0.1388
H 2.275 -1.762 4.986 0.1081
H 6.042 6.500 -4.578 0.1139
H 0.462 0.562 2.746 0.0595
H 1.502 -0.408 10.058 0.1137
H -8.273 -1.640 -2.263 0.1258
H 4.914 4.652 -2.422 0.1191
H 2.211 -2.782 1.182 0.1264
H -9.643 -0.101 -1.878 0.1167
H 0.017 -1.810 -1.960 0.0823
H 3.995 6.138 -5.621 0.1294
H -4.538 -2.437 -2.108 0.0918
H -1.065 -1.846 5.633 0.1146
H 2.665 -0.593 3.258 0.1020
H -4.094 -3.030 0.048 0.0846
H -0.592 0.520 0.696 0.0771
H -0.939 -0.186 8.820 0.1158
H -2.287 -3.750 6.715 0.0694
H 3.666 4.985 -0.078 0.0829
H -3.040 -0.977 7.683 0.1075
H 0.810 -5.584 -3.879 0.0983
H -7.927 -0.213 0.402 0.1261
H -6.563 -2.079 1.550 0.1060
H 5.873 4.573 -5.265 0.1048
H 2.982 0.579 4.519 0.1084
H 3.411 8.738 -5.280 0.0745
H 3.071 6.546 -4.260 0.1263
H 1.552 -3.215 9.303 0.1240
H -1.042 -0.959 -0.255 0.0709
H -2.056 -5.880 0.584 0.0649
H -5.367 -1.645 -3.486 0.1177
H -9.047 0.884 -3.146 0.1272
H 0.712 0.648 6.015 0.1258
H -0.301 -6.866 -3.994 0.0821
H -6.342 -2.741 -1.321 0.1074
H -4.556 -2.727 3.006 0.0683
H 4.745 9.959 -5.067 0.0732
H -4.736 -0.117 -0.844 0.1337
H 5.071 8.494 -5.979 0.0791
H 1.858 1.558 -0.205 0.0613
H 5.551 8.812 -3.381 0.1041
H 0.526 -0.377 -3.023 0.0787
H 2.918 4.369 -7.120 0.1110
H -2.944 -1.763 -3.660 0.0930
H 4.977 2.146 -6.442 0.1202
H 2.605 2.661 -6.748 0.1095
H -5.285 -1.105 0.954 0.1053
H 0.073 -1.341 10.306 0.1157
H 0.841 1.721 3.967 0.0652
H 4.123 3.089 -2.730 0.1175
H 2.038 -0.207 6.914 0.1323
H -2.844 -0.606 -2.230 0.0718
H -1.491 -6.957 -1.482 0.1141
H 2.009 4.265 -0.025 0.0590
H 0.035 -2.999 1.826 0.0142
H 1.308 -2.879 6.752 0.1341
H 2.611 -1.993 8.611 0.1203
H -3.554 -0.146 -3.734 0.0864
H 0.802 -6.774 -2.573 0.0974
H -0.006 -3.165 7.864 0.1279
H -2.005 -2.225 8.383 0.1025
H -3.624 -4.083 2.436 0.0667
H -2.675 -5.830 -1.769 0.0029
H -3.066 -2.482 1.991 0.0727
H -7.710 -2.281 -0.310 0.1219
H 0.530 0.730 8.404 0.1316
H 2.735 -1.174 -0.343 0.1208
H 5.654 2.986 -4.438 0.1393
H 5.377 3.765 -7.088 0.1056
H 1.896 4.289 -2.549 0.1081
H -1.401 -4.321 0.015 0.0807
H 1.064 1.754 -1.728 0.0964
H 0.658 -1.401 4.386 0.0947
H 2.229 3.051 -4.581 0.1187
H 1.790 1.616 2.391 0.0710
H -9.071 1.815 -0.815 0.1202
H 5.370 6.508 -2.898 0.1140
H 2.608 0.893 -1.611 0.1027
H -7.265 -0.635 -3.368 0.1322
H 3.430 3.356 -0.439 0.0482
H -1.058 0.561 -1.069 0.0864
H -3.392 -2.741 5.798 0.0805
H 4.010 8.275 -3.075 0.1144
H 1.632 -1.666 -2.246 0.0832
H -5.267 -4.137 0.697 0.0882
H 2.018 -0.302 1.002 0.1061
H 1.188 -3.166 -0.091 0.1125
H 1.969 4.621 -5.123 0.1282
H -0.341 -5.747 0.009 0.0896
H -6.455 0.860 0.220 0.1298
H 2.760 5.774 -2.181 0.0969